Entry from the Open Molecules 2025 dataset: 3 unconnected molecules or ions with the total composition C24H34F6NO8 at a distorted geometry (wB97M-V/def2-TZVPD).

Properties
F_max (hartree/bohr): 0.115
Net charge: +1
2S+1: 1
DFT total energy (Eh): -2190.3251
HOMO (eV): -12.204

Atoms and positions in Å:
C  -3.054  -0.934  -0.682
C  -3.501  -0.966  0.860
O  -4.669  -0.738  1.261
O  -2.510  -1.222  1.878
C  -2.317  -2.680  1.961
C  -1.579  -2.944  3.374
C  0.010  -2.996  3.080
C  0.816  -1.784  3.790
C  1.138  -0.567  2.767
C  2.723  -0.429  2.467
C  3.090  1.142  2.655
C  4.409  1.607  1.864
C  4.280  1.578  0.274
C  4.709  0.395  -0.639
N  4.613  0.423  -2.096
C  4.114  1.591  -2.808
C  3.611  2.863  -2.060
C  3.712  2.840  -0.487
C  3.223  4.135  0.330
O  4.017  5.015  0.731
O  1.811  4.253  0.564
H  -3.945  -1.301  -1.305
H  -2.760  0.154  -0.947
H  -2.095  -1.551  -0.876
H  -3.325  -3.221  1.866
H  -1.694  -2.974  1.049
H  -1.872  -2.052  4.053
H  -1.932  -3.897  3.891
H  0.437  -3.972  3.494
H  0.278  -2.962  1.965
H  1.759  -2.237  4.266
H  0.159  -1.372  4.627
H  0.767  0.389  3.300
H  0.578  -0.645  1.775
H  3.052  -0.862  1.463
H  3.252  -1.002  3.324
H  2.175  1.823  2.482
H  3.337  1.260  3.781
H  4.605  2.709  2.152
H  5.277  0.930  2.176
H  5.147  -0.564  -0.188
H  4.903  -0.368  -2.693
H  4.072  1.620  -3.956
H  3.215  3.790  -2.619
H  1.401  4.397  -0.324
C  3.767  -2.054  -8.144
C  4.666  -0.991  -8.742
O  4.150  0.324  -8.473
C  4.408  0.822  -7.249
O  5.027  0.237  -6.393
C  3.847  2.234  -7.116
F  2.586  2.337  -7.580
F  4.576  3.135  -7.802
F  3.816  2.662  -5.834
H  2.740  -1.931  -8.495
H  4.117  -3.053  -8.416
H  3.742  -1.984  -7.054
H  4.691  -1.101  -9.828
H  5.696  -1.083  -8.385
C  -6.501  0.276  2.786
C  -8.004  0.101  2.690
O  -8.535  -0.432  3.914
C  -8.721  0.455  4.914
O  -8.468  1.630  4.833
C  -9.330  -0.233  6.133
F  -8.714  -1.398  6.430
F  -10.634  -0.527  5.944
F  -9.265  0.525  7.243
H  -6.023  -0.661  3.071
H  -6.091  0.607  1.833
H  -6.237  1.014  3.548
H  -8.239  -0.622  1.905
H  -8.505  1.037  2.426

Forces on the atoms, in the same order (eV/Å):
C 0.4096 0.1224 0.7180
C -2.4839 0.7368 1.4857
O 5.1451 -1.2842 -2.5766
O -1.3877 -0.6652 -2.0858
C -0.0910 -0.4883 0.4322
C 0.1977 0.4535 -1.2997
C 0.5741 0.2138 1.0163
C -0.6159 -0.3490 -0.5416
C 0.3804 -0.1278 0.6577
C -0.5120 0.8380 1.3165
C 0.3143 -0.5767 0.5125
C -0.3940 0.2604 -0.4660
C -0.3420 0.3093 -3.7889
C -0.8716 2.2955 0.0012
N -1.4665 4.0194 1.6271
C -0.6872 1.7296 2.6809
C 1.7669 -3.5632 2.4904
C 0.5035 -2.2693 -1.9789
C 1.5364 2.7427 0.9778
O -3.1851 -4.2160 -1.6534
O 2.4753 -0.3132 -1.5302
H 1.4859 0.6868 0.8977
H -0.7804 -1.7065 0.4606
H -1.7543 0.8028 0.4496
H 1.3023 0.8761 0.3644
H -0.6248 0.0685 1.4026
H 0.5932 -1.4820 -1.1359
H 0.4192 1.2383 -0.9440
H -0.6646 1.2525 -0.6257
H -0.6945 -0.1614 1.5401
H -1.2228 0.9954 -0.7648
H 1.0068 -0.6160 -1.0228
H 0.7199 -1.4045 -1.0352
H 0.5352 -0.0492 1.4575
H -0.5756 0.6168 1.2652
H -0.5868 0.8687 -1.6747
H 1.5625 -1.0543 -0.1672
H -0.3454 -0.0073 -1.8654
H 0.0395 -1.8606 -0.5085
H -1.1192 1.1003 -0.4768
H -0.7842 1.6711 -0.8595
H -0.1001 0.4831 0.7579
H 0.2957 -0.5765 2.0076
H 0.8163 -1.8408 0.8850
H 0.1063 -0.3065 0.8966
C -0.2145 0.0955 0.2917
C 0.2308 -0.9305 -0.2348
O 0.0782 1.1699 1.0743
C 0.6065 -1.9356 -0.9907
O -0.5729 0.9249 0.0058
C -0.9055 1.8929 -0.5483
F 0.5696 -0.4903 0.2711
F 0.0105 -0.7666 0.3126
F 0.2025 -0.5142 -0.1097
H 0.1178 -0.0560 -0.1194
H -0.0053 0.1374 -0.0242
H 0.1213 -0.0511 -0.0900
H -0.1171 0.3580 0.1232
H -0.1850 0.1988 0.1166
C -0.3066 0.3556 0.6428
C 0.4533 0.3169 -0.5876
O -0.5650 0.2243 1.0811
C 0.7024 0.5992 -1.8376
O -0.3917 -0.8434 0.6233
C -0.6863 -0.8518 1.7208
F 0.0202 0.4896 -0.4287
F 0.4945 0.2845 -0.3557
F 0.1777 -0.0107 -0.8315
H -0.1463 0.1001 -0.1690
H -0.2953 -0.0095 0.2310
H -0.1568 0.0407 -0.0752
H -0.1335 -0.1130 0.3305
H 0.0003 -0.0789 0.2781